(1)
The following is a DFT calculation (ωB97M-V/def2-TZVPD) of an isolated molecule of C11H14N4 in a non-equilibrium geometry.

```
29
Properties=species:S:1:pos:R:3:forces:R:3:nbo_charge:R:1
C 0.394717 0.644587 -0.724937 -0.277 -0.571 -0.118 0.4213
C -2.182573 -2.227165 0.744666 0.037 -0.050 1.260 -0.2347
C -1.793385 -1.473274 -0.234766 1.037 -0.165 -1.044 0.3620
C -2.730811 -2.076966 2.094120 -0.276 0.314 0.049 -0.3730
C -0.265253 -1.269763 2.025817 -0.188 1.272 -2.043 0.2852
C -1.236043 -2.330812 2.023066 -0.541 -0.871 0.124 -0.1084
C -0.706488 -3.678947 2.463454 -0.037 -0.053 -0.124 -0.5997
C 0.180492 3.055892 -1.128816 0.042 -0.171 0.002 -0.5930
C 1.311340 1.602224 -2.835496 -0.131 -0.002 0.171 -0.5935
C 2.434510 2.081341 -0.646137 -0.191 -0.045 -0.024 -0.5970
C 1.092341 1.837530 -1.339629 0.047 0.210 -0.131 -0.0984
N -0.351487 -0.091254 -1.487015 0.606 1.489 -1.397 -0.3400
N 0.615352 0.457978 0.597255 0.721 1.272 0.131 -0.3654
N -0.985417 -1.160148 -1.102757 -1.153 -1.069 1.079 -0.1990
N 0.065588 -0.467787 1.210900 -0.146 -1.667 2.017 0.0025
H -3.074678 -1.097277 2.406936 0.058 0.030 -0.020 0.2232
H -3.337443 -2.883401 2.489015 0.115 -0.075 0.086 0.2213
H -1.520705 -4.362582 2.693134 -0.024 -0.034 -0.028 0.2174
H -0.086770 -3.565965 3.351073 -0.015 -0.026 0.089 0.2225
H -0.094723 -4.122075 1.678055 0.046 -0.017 0.012 0.2222
H -0.050138 3.176493 -0.072465 -0.018 0.069 0.107 0.2125
H 0.676881 3.956989 -1.481488 0.046 0.103 -0.049 0.2103
H -0.751855 2.932485 -1.675599 -0.093 0.008 -0.054 0.2145
H 1.761335 2.480985 -3.290719 0.076 0.137 0.003 0.2032
H 1.969438 0.751249 -2.994142 0.059 -0.088 -0.058 0.2125
H 0.365211 1.394359 -3.325654 -0.019 -0.014 -0.098 0.2296
H 3.062593 1.196121 -0.702397 0.118 -0.093 0.021 0.2118
H 2.952506 2.903022 -1.134346 0.042 0.102 -0.078 0.2085
H 2.285469 2.336163 0.398873 0.061 0.005 0.116 0.2215
```
Positions in Å, forces in eV/Å.

Summary:
Total energy, Eh: -646.32692
ΔE to the lowest compared entry with this formula, charge and spin, kJ/mol: 495.0
Molecular weight, g mol⁻¹: 202.26
Orbital gap, eV: 7.8
LUMO, eV: -0.26

=====

(2)
The following is a DFT calculation (ωB97M-V/def2-TZVPD) of a structure of composition C11H14N4O3PtS in a non-equilibrium geometry.

```
34
Properties=species:S:1:pos:R:3:forces:R:3:nbo_charge:R:1
Pt -0.459931 0.173996 0.179718 -0.055 -0.061 0.258 0.8109
N -4.597592 -0.917095 0.023301 0.064 0.119 -0.016 -0.7764
C -3.346173 -0.401909 0.035957 -0.125 -0.192 0.063 0.2136
S -2.004925 -1.476094 0.219835 -0.151 0.156 -0.230 -0.0154
N -3.243122 0.925057 -0.064419 -0.054 -0.034 -0.015 -0.2926
N -1.988817 1.332247 -0.001775 -0.013 0.212 -0.110 -0.2967
C -1.709550 2.703645 -0.084787 -0.150 -0.258 0.006 0.0479
C -0.385740 3.037678 0.077036 0.175 -0.014 0.085 0.0701
C 0.122790 4.367165 0.069742 -0.191 -0.039 -0.022 -0.1883
C 1.436870 4.581962 0.354024 0.266 -0.040 0.037 -0.1845
C 2.276354 3.487427 0.647073 -0.044 0.198 -0.013 -0.2457
C 1.759452 2.206387 0.603502 -0.029 -0.049 0.130 0.0832
N 0.483606 1.969798 0.306729 0.203 0.120 -0.139 -0.4762
H -4.726655 -1.910600 -0.000955 -0.019 -0.025 -0.015 0.4079
H -5.378108 -0.310429 -0.156040 0.030 -0.005 0.002 0.4078
H -2.510470 3.410145 -0.253564 0.009 -0.092 0.015 0.2218
H -0.553649 5.182982 -0.152482 0.031 -0.039 0.034 0.2243
H 1.838047 5.588152 0.357120 -0.024 -0.047 0.005 0.2246
H 3.322025 3.630955 0.883581 -0.069 -0.014 -0.013 0.2294
H 2.369927 1.328213 0.768649 -0.157 0.162 0.055 0.2598
C 4.214840 -1.198067 -0.052253 0.158 -0.019 0.086 -0.6109
C 3.073274 -1.017254 -1.037301 0.064 0.202 0.015 0.1332
C 3.402276 -1.615757 -2.391902 0.099 0.086 -0.190 -0.6236
O 2.869293 0.404530 -1.137798 0.225 -0.465 -0.311 -0.7309
C 1.842741 -1.717209 -0.438285 -1.130 -0.191 0.364 0.7703
O 1.600252 -2.878833 -0.706998 0.232 0.322 -0.018 -0.6219
O 1.144998 -1.015127 0.436039 0.849 0.036 -0.117 -0.8200
H 5.136483 -0.763428 -0.450770 -0.124 -0.023 0.010 0.2107
H 4.372382 -2.261204 0.132859 0.029 0.035 0.021 0.2252
H 3.972743 -0.708944 0.893435 0.010 -0.055 -0.027 0.2172
H 4.363789 -1.235251 -2.746201 -0.073 0.008 0.016 0.2057
H 2.631853 -1.353578 -3.125921 0.038 -0.063 0.068 0.2037
H 3.439986 -2.701431 -2.325554 -0.001 0.055 0.007 0.2449
H 2.292152 0.564872 -1.890993 -0.074 0.015 -0.041 0.4708
```
Positions in Å, forces in eV/Å.

Summary:
Total energy, Eh: -1389.79771
Molecular weight, g mol⁻¹: 477.40
Orbital gap (spin up / spin down), eV: 7.2 / 5.8
LUMO (spin up / spin down), eV: 0.46 / -2.75
2S+1: 3

=====

Repeat the first record exactly.
The following is a DFT calculation (ωB97M-V/def2-TZVPD) of an isolated molecule of C11H14N4 in a non-equilibrium geometry.

```
29
Properties=species:S:1:pos:R:3:forces:R:3:nbo_charge:R:1
C 0.394717 0.644587 -0.724937 -0.277 -0.571 -0.118 0.4213
C -2.182573 -2.227165 0.744666 0.037 -0.050 1.260 -0.2347
C -1.793385 -1.473274 -0.234766 1.037 -0.165 -1.044 0.3620
C -2.730811 -2.076966 2.094120 -0.276 0.314 0.049 -0.3730
C -0.265253 -1.269763 2.025817 -0.188 1.272 -2.043 0.2852
C -1.236043 -2.330812 2.023066 -0.541 -0.871 0.124 -0.1084
C -0.706488 -3.678947 2.463454 -0.037 -0.053 -0.124 -0.5997
C 0.180492 3.055892 -1.128816 0.042 -0.171 0.002 -0.5930
C 1.311340 1.602224 -2.835496 -0.131 -0.002 0.171 -0.5935
C 2.434510 2.081341 -0.646137 -0.191 -0.045 -0.024 -0.5970
C 1.092341 1.837530 -1.339629 0.047 0.210 -0.131 -0.0984
N -0.351487 -0.091254 -1.487015 0.606 1.489 -1.397 -0.3400
N 0.615352 0.457978 0.597255 0.721 1.272 0.131 -0.3654
N -0.985417 -1.160148 -1.102757 -1.153 -1.069 1.079 -0.1990
N 0.065588 -0.467787 1.210900 -0.146 -1.667 2.017 0.0025
H -3.074678 -1.097277 2.406936 0.058 0.030 -0.020 0.2232
H -3.337443 -2.883401 2.489015 0.115 -0.075 0.086 0.2213
H -1.520705 -4.362582 2.693134 -0.024 -0.034 -0.028 0.2174
H -0.086770 -3.565965 3.351073 -0.015 -0.026 0.089 0.2225
H -0.094723 -4.122075 1.678055 0.046 -0.017 0.012 0.2222
H -0.050138 3.176493 -0.072465 -0.018 0.069 0.107 0.2125
H 0.676881 3.956989 -1.481488 0.046 0.103 -0.049 0.2103
H -0.751855 2.932485 -1.675599 -0.093 0.008 -0.054 0.2145
H 1.761335 2.480985 -3.290719 0.076 0.137 0.003 0.2032
H 1.969438 0.751249 -2.994142 0.059 -0.088 -0.058 0.2125
H 0.365211 1.394359 -3.325654 -0.019 -0.014 -0.098 0.2296
H 3.062593 1.196121 -0.702397 0.118 -0.093 0.021 0.2118
H 2.952506 2.903022 -1.134346 0.042 0.102 -0.078 0.2085
H 2.285469 2.336163 0.398873 0.061 0.005 0.116 0.2215
```
Positions in Å, forces in eV/Å.

Summary:
Total energy, Eh: -646.32692
ΔE to the lowest compared entry with this formula, charge and spin, kJ/mol: 495.0
Molecular weight, g mol⁻¹: 202.26
Orbital gap, eV: 7.8
LUMO, eV: -0.26